{
  "formula": "C19H26F6GaO15",
  "method": "wB97M-V/def2-TZVPD",
  "total_charge": -1,
  "homo_ev": -5.4,
  "lumo_ev": 1.8,
  "orbital_gap_ev": 7.27,
  "multiplicity": 1,
  "species": ["F", "C", "F", "F", "C", "C", "Ga", "C", "F", "F", "F", "H", "H", "H", "H", "H", "H", "C", "C", "O", "C", "O", "O", "H", "H", "H", "H", "C", "C", "O", "C", "O", "O", "H", "H", "H", "H", "C", "C", "O", "C", "O", "O", "H", "H", "H", "H", "C", "C", "O", "C", "O", "O", "H", "H", "H", "H", "C", "C", "O", "C", "O", "O", "H", "H", "H", "H"],
  "xyz": [[5.26038, -2.52016, -1.28880], [5.45912, -2.61520, -2.57104], [6.52488, -3.48301, -2.67277], [4.47009, -3.23730, -3.14216], [5.84673, -1.33146, -3.22923], [4.75970, -0.22922, -3.38932], [2.92118, -0.44656, -2.51261], [1.45630, -1.19370, -3.80091], [1.00268, -0.32320, -4.73754], [0.30886, -1.49229, -3.10230], [1.74064, -2.31840, -4.48638], [6.70616, -0.94584, -2.68699], [6.22844, -1.60641, -4.21114], [5.18023, 0.68558, -2.97861], [4.63888, -0.02860, -4.45280], [2.86054, -1.32546, -1.19567], [2.41568, 1.02501, -2.12256], [7.55304, -4.85404, 0.29734], [7.94562, -6.11228, -0.43402], [9.23482, -6.40105, 0.11934], [9.30368, -5.81461, 1.34327], [10.17557, -6.00335, 2.13087], [8.24834, -4.98880, 1.54433], [6.48155, -4.77506, 0.46040], [7.90067, -3.95144, -0.20586], [7.27617, -6.94830, -0.22076], [8.00601, -5.97261, -1.51032], [-2.18906, -0.55012, -1.97568], [-3.29135, -1.36848, -2.60466], [-4.02936, -1.82981, -1.46107], [-3.79560, -0.97090, -0.44806], [-4.37418, -0.97176, 0.59925], [-2.81087, -0.10309, -0.75734], [-1.88009, 0.29324, -2.58661], [-1.31086, -1.14209, -1.72705], [-3.95612, -0.76994, -3.23072], [-2.91543, -2.20638, -3.18534], [-5.02210, 1.24324, 3.32464], [-3.62060, 1.06886, 2.79960], [-3.16285, 2.42401, 2.68792], [-3.88173, 3.18052, 3.54712], [-3.63873, 4.31475, 3.81823], [-4.92533, 2.47635, 4.05790], [-5.33626, 0.43035, 3.97374], [-5.75632, 1.36367, 2.52561], [-2.97334, 0.53221, 3.49679], [-3.58828, 0.57044, 1.83822], [-8.02283, 4.92220, 3.36905], [-7.18562, 4.95128, 2.11424], [-7.97952, 4.20098, 1.19089], [-9.27107, 4.25965, 1.60889], [-10.20316, 3.88169, 0.97710], [-9.35174, 4.81032, 2.84907], [-7.91715, 5.82154, 3.97053], [-7.81136, 4.05138, 3.99248], [-7.05171, 5.96150, 1.72274], [-6.20911, 4.49227, 2.24779], [0.02390, 2.56243, 1.88150], [-0.31715, 2.54123, 0.41259], [0.87577, 2.04311, -0.18079], [1.55276, 1.32796, 0.75992], [2.48741, 0.63611, 0.54348], [0.98178, 1.50988, 1.99660], [-0.83854, 2.36693, 2.50983], [0.48922, 3.50163, 2.19169], [-1.13693, 1.85407, 0.18501], [-0.56245, 3.52655, 0.02112]],
  "forces_ev_per_angstrom": [[-0.665, 0.196, 1.836], [1.888, 0.543, -0.886], [0.662, -0.554, -0.130], [-1.612, -0.640, -0.574], [-0.306, 0.861, -0.619], [0.212, -0.644, 0.198], [-0.084, 0.541, 0.326], [0.785, 0.599, 0.720], [-0.163, 0.508, -0.732], [-0.562, -0.423, 0.301], [0.052, -0.770, -0.472], [0.088, -0.080, 0.243], [0.042, -0.216, -0.081], [-0.128, 0.150, 0.145], [-0.137, -0.034, -0.109], [0.029, -0.323, -0.216], [-0.036, -0.030, -0.420], [-0.311, 0.284, -0.117], [-0.148, -0.095, -0.245], [-0.043, 0.117, 0.190], [0.037, 0.034, 0.082], [-0.060, -0.005, -0.072], [0.205, -0.263, -0.136], [0.048, 0.041, 0.166], [0.008, -0.025, -0.010], [0.020, 0.014, 0.052], [0.185, -0.014, 0.029], [0.331, -0.061, -0.199], [0.107, -0.020, -0.335], [0.011, 0.203, 0.208], [0.174, 0.014, -0.031], [-0.135, -0.121, -0.141], [-0.308, -0.074, 0.090], [-0.019, 0.097, 0.160], [-0.073, 0.040, 0.032], [-0.031, 0.010, 0.068], [-0.057, -0.107, 0.161], [-0.171, -0.205, -0.073], [0.198, -0.409, -0.171], [-0.269, 0.218, 0.271], [0.075, 0.002, 0.027], [-0.110, -0.030, -0.041], [0.133, 0.092, -0.151], [-0.007, 0.150, 0.149], [0.046, 0.028, -0.019], [-0.017, 0.097, 0.075], [0.029, 0.142, -0.047], [0.102, 0.014, 0.264], [0.376, 0.095, -0.017], [-0.224, 0.032, 0.198], [-0.083, -0.042, -0.075], [0.078, 0.039, 0.065], [0.105, -0.063, -0.198], [-0.187, 0.026, -0.042], [0.012, -0.016, -0.048], [-0.041, -0.004, 0.009], [-0.054, -0.098, -0.114], [-0.087, 0.078, 0.305], [-0.276, 0.070, -0.136], [0.071, 0.004, 0.306], [0.104, -0.219, -0.178], [-0.103, 0.304, 0.526], [0.024, 0.055, -0.342], [0.109, -0.088, 0.083], [0.012, -0.003, -0.056], [0.001, 0.005, 0.061], [0.150, -0.027, -0.110]],
  "mulliken_charge": [-0.2094, 0.8181, -0.3566, -0.2742, -0.7266, -0.8539, 0.2117, 0.4884, -0.2930, -0.3739, -0.2753, 0.3069, 0.2933, 0.3588, 0.4238, -0.2753, -0.2948, -0.1362, -0.2754, -0.3351, 0.6110, -0.5357, -0.3337, 0.3045, 0.1796, 0.2561, 0.2505, -0.1521, -0.4195, -0.3749, 0.5831, -0.5901, -0.2165, 0.3215, 0.2623, 0.2456, 0.2953, -0.2897, 0.3800, -0.2370, 0.6393, -0.5745, -0.3704, 0.3520, 0.2438, 0.2437, -0.3291, -0.2310, 0.0047, -0.3393, 0.6632, -0.5215, -0.3446, 0.3191, 0.2030, 0.2668, -0.0419, -0.0464, 0.1778, -0.2554, 0.5998, -0.4626, -0.3977, 0.0010, 0.2493, -0.1748, 0.3642]
}

{
  "formula": "C19H26IN4OYb",
  "method": "wB97M-V/def2-TZVPD",
  "total_charge": -2,
  "homo_ev": [2.6, 2.6],
  "lumo_ev": [4.3, 4.2],
  "orbital_gap_ev": [1.62, 1.63],
  "de_lowest_kj_mol": 0.0,
  "multiplicity": 2,
  "species": ["C", "I", "H", "H", "H", "C", "C", "N", "C", "N", "H", "H", "C", "C", "N", "H", "N", "H", "Yb", "C", "O", "C", "C", "H", "H", "H", "C", "H", "H", "H", "C", "H", "H", "H", "C", "H", "H", "H", "C", "C", "C", "C", "C", "C", "C", "H", "H", "H", "H", "H", "H", "H"],
  "xyz": [[1.73175, 0.71670, -2.95764], [-3.02769, -2.39056, 0.31270], [0.68399, 0.78194, -3.32432], [2.12934, -0.30116, -3.09030], [2.32466, 1.40610, -3.56521], [-0.41695, 2.76921, 1.47780], [-1.55204, 2.16420, 1.08753], [-1.23577, 1.33746, 0.00908], [0.12384, 1.45242, -0.23692], [0.60515, 2.33774, 0.65677], [-0.24915, 3.48680, 2.27119], [-2.55598, 2.27098, 1.47415], [0.99238, -2.74484, 0.13742], [0.75692, -0.82243, -0.98605], [1.37317, -1.42013, 0.06300], [-0.39844, -3.84331, -1.18526], [-0.00570, -1.77612, -1.56895], [1.47334, -3.42650, 0.82639], [-1.05657, -1.04228, 1.01639], [0.84852, 0.63308, -1.18286], [2.01377, 1.15536, -1.62098], [0.11498, -2.94976, -0.86373], [-0.60651, -1.70546, -2.91418], [-1.32249, -2.53153, -3.02592], [0.18244, -1.79385, -3.68161], [-1.13662, -0.75708, -3.05874], [2.42680, -0.80472, 0.87430], [3.07856, -1.61570, 1.21902], [2.00456, -0.26736, 1.73850], [2.99458, -0.10262, 0.25330], [1.97108, 2.82681, 0.74907], [1.91645, 3.88173, 1.02974], [2.47880, 2.72055, -0.20833], [2.52564, 2.28368, 1.52352], [-2.20912, 1.03264, -1.03932], [-1.80145, 0.26410, -1.70124], [-2.40528, 1.94041, -1.63965], [-3.14207, 0.67021, -0.58525], [-2.48142, -2.52169, 2.84450], [-1.79712, -1.38229, 3.44146], [-2.50362, -0.23323, 3.86458], [-1.80008, 0.86060, 4.35489], [-0.40399, 0.86846, 4.35342], [0.30604, -0.22155, 3.84952], [-0.37687, -1.37291, 3.44717], [-1.91674, -3.45193, 2.80826], [-3.53800, -2.62068, 3.08099], [-3.59993, -0.24698, 3.83773], [-2.35040, 1.72333, 4.73672], [0.13244, 1.73247, 4.74681], [1.39489, -0.19984, 3.80972], [0.15714, -2.28148, 3.13490]],
  "forces_ev_per_angstrom": [[2.646, 1.118, -2.390], [-5.114, -2.565, -4.433], [0.736, 0.081, 0.614], [-0.332, 0.184, -0.105], [0.179, -0.234, -0.515], [-0.585, 0.369, 0.137], [-0.108, 0.733, 0.598], [-0.482, -0.832, 0.136], [1.656, -2.369, -2.080], [0.488, 1.174, 0.251], [-0.021, -0.281, -0.171], [0.212, -0.214, -0.111], [0.272, -0.721, 0.269], [0.477, 4.037, -0.920], [1.643, -0.495, 2.900], [0.059, 0.139, 0.205], [-2.381, -1.561, -2.299], [-0.395, 0.100, -0.050], [3.512, 2.075, 1.317], [-4.402, -0.008, 5.596], [0.023, -0.110, -2.469], [0.171, -0.762, -0.390], [0.464, -0.311, 0.470], [0.207, 0.329, 0.134], [-0.267, 0.058, 0.200], [0.188, -0.276, 0.024], [-0.292, -0.303, -0.363], [-0.051, 0.281, 0.094], [0.243, -0.108, -0.240], [-0.091, -0.154, 0.148], [-0.046, 0.052, 0.267], [0.155, -0.107, -0.061], [-0.113, -0.016, 0.181], [-0.045, 0.016, -0.103], [-0.156, 0.356, -0.353], [-0.272, 0.291, 0.351], [0.036, -0.309, 0.210], [0.325, 0.067, -0.145], [1.926, 1.888, 3.772], [-1.768, -3.876, -0.725], [-0.097, 1.510, 0.319], [-0.593, -0.589, -0.297], [0.626, 0.707, 0.369], [-0.293, -0.516, 0.080], [1.317, 1.011, 0.120], [-0.075, 0.109, -0.176], [0.149, 0.068, -0.423], [0.446, 0.012, 0.074], [0.134, -0.142, -0.110], [-0.058, -0.163, -0.228], [-0.199, -0.036, 0.155], [-0.054, 0.292, 0.168]],
  "mulliken_charge": [-2.5071, 0.4321, 0.2286, 0.2935, 0.5458, -0.4574, -0.7863, 1.7436, -2.7650, 2.7379, 0.1743, 0.3648, 0.1459, -1.4415, 1.0143, 0.4425, 2.0951, 0.5471, -7.4529, 2.9775, -0.2069, -0.6505, -1.4469, -0.0196, 0.5791, 0.2186, -0.2738, 0.6505, 0.2278, -0.0640, -1.3278, 1.4156, -0.4947, -0.1213, 0.1726, -0.4341, 0.8736, 0.0076, -1.9141, 0.1590, -0.7195, -0.1191, -0.3285, 0.7624, 0.1114, 0.2952, 0.5741, 0.2446, 0.3065, 0.3222, 0.5103, 0.3569]
}

{
  "formula": "C19H26MgN6O2S",
  "method": "wB97M-V/def2-TZVPD",
  "homo_ev": -7.0,
  "lumo_ev": 0.3,
  "orbital_gap_ev": 7.32,
  "multiplicity": 1,
  "species": ["Mg", "O", "C", "C", "C", "C", "C", "C", "C", "N", "N", "C", "O", "C", "C", "C", "C", "C", "C", "H", "H", "H", "H", "H", "H", "H", "H", "H", "H", "N", "C", "C", "N", "H", "H", "H", "H", "H", "H", "H", "H", "C", "N", "C", "S", "N", "C", "H", "H", "H", "H", "H", "H", "H", "H"],
  "xyz": [[-0.10879, 1.07331, -0.16905], [-1.32654, 2.38263, 0.08204], [-2.29784, 2.84438, -0.64810], [-3.04750, 3.95746, -0.20068], [-4.07166, 4.49077, -0.94690], [-4.38648, 3.96608, -2.20475], [-3.68974, 2.87418, -2.66475], [-2.67562, 2.26857, -1.90507], [-2.11403, 1.02091, -2.36276], [-1.24220, 0.39728, -1.66668], [-0.74613, -0.83161, -2.04788], [-0.06308, -1.34570, -1.04684], [0.06851, -0.81064, 0.12576], [0.64654, -2.62891, -1.31281], [1.19551, -3.33619, -0.24617], [1.92651, -4.49168, -0.46913], [2.12045, -4.94879, -1.76461], [1.56567, -4.25495, -2.83209], [0.82973, -3.10262, -2.61056], [-2.78422, 4.36469, 0.76773], [-4.64356, 5.32258, -0.55328], [-5.17317, 4.40512, -2.80404], [-3.93558, 2.44576, -3.63115], [-2.49203, 0.58944, -3.29375], [1.03547, -2.95653, 0.75443], [2.35266, -5.03429, 0.36572], [2.70363, -5.84365, -1.94094], [1.71688, -4.61500, -3.84193], [0.38711, -2.54980, -3.42742], [1.43306, 1.28316, -1.72638], [2.64604, 0.83692, -1.03571], [2.83921, 1.74692, 0.17382], [1.60481, 1.73883, 0.96632], [1.14460, 0.61887, -2.43871], [1.58548, 2.17976, -2.17350], [3.53994, 0.84350, -1.66721], [2.47893, -0.18331, -0.68441], [3.02940, 2.76302, -0.17907], [3.71135, 1.41633, 0.74503], [1.43331, 2.61208, 1.44909], [1.64976, 1.01886, 1.68166], [1.98820, -1.47067, 3.96387], [1.35071, -0.17783, 3.78203], [0.01780, -0.00948, 3.49333], [-0.63891, 1.52423, 3.53410], [-0.66347, -1.12057, 3.18861], [-1.99724, -1.12222, 2.61150], [3.04843, -1.30826, 4.14193], [1.89236, -2.06625, 3.05334], [1.57974, -2.03509, 4.80830], [1.71265, 0.58590, 4.32790], [-0.14155, -1.97587, 3.09668], [-2.26411, -0.10571, 2.33726], [-2.72535, -1.50275, 3.32890], [-2.00566, -1.74316, 1.71702]],
  "forces_ev_per_angstrom": [[0.793, 0.333, 0.489], [-1.101, 1.482, 0.231], [-0.067, -0.046, -0.119], [0.040, -0.033, 0.049], [0.063, -0.063, -0.044], [-0.101, 0.103, -0.099], [0.063, -0.132, 0.065], [-0.061, 0.327, 0.221], [0.028, -0.350, -0.141], [-0.452, -0.103, -0.267], [0.084, -0.379, -0.270], [-0.318, -0.084, -0.237], [0.339, -0.815, -0.050], [0.092, -0.079, 0.089], [-0.059, 0.098, -0.048], [0.031, -0.050, 0.016], [0.006, -0.018, 0.028], [0.021, -0.029, -0.037], [-0.054, 0.023, 0.056], [-0.018, -0.004, -0.001], [0.042, 0.039, -0.022], [-0.002, -0.006, 0.021], [-0.023, -0.038, 0.022], [0.017, -0.060, 0.034], [0.043, 0.010, 0.007], [-0.013, -0.003, -0.004], [-0.014, -0.003, -0.011], [-0.022, 0.016, -0.004], [0.020, -0.014, -0.025], [0.281, -0.184, -0.221], [0.183, 0.149, 0.115], [0.068, -0.108, -0.226], [0.115, -0.140, 0.301], [0.029, 0.046, -0.050], [-0.071, 0.024, -0.021], [-0.023, -0.011, 0.032], [0.020, -0.036, -0.088], [0.007, 0.015, 0.080], [-0.023, 0.106, 0.012], [-0.025, -0.012, 0.049], [0.036, 0.067, 0.172], [-0.105, 0.047, -0.038], [0.016, -0.148, -0.009], [0.061, -0.095, 0.197], [-0.014, 0.125, -0.013], [0.064, -0.006, -0.200], [-0.081, -0.066, 0.013], [0.002, -0.014, -0.024], [0.085, -0.020, 0.023], [-0.038, -0.003, -0.023], [0.030, 0.077, -0.055], [-0.027, 0.010, 0.011], [-0.013, 0.018, 0.007], [-0.003, 0.039, -0.001], [0.050, -0.003, 0.010]],
  "mulliken_charge": [0.5046, -0.2913, 0.5952, -0.5979, -0.4371, -0.6890, -0.7670, 0.6197, -0.2935, 0.8804, -1.1118, 0.0659, -0.3697, 0.2678, -0.1039, -0.6581, -0.3306, -0.6757, -0.3687, 0.4288, 0.3759, 0.3783, 0.3355, 0.3019, 0.4028, 0.3923, 0.3860, 0.3828, 0.4594, -0.4626, -0.3189, -0.7177, -0.3941, 0.2598, 0.2133, 0.4521, 0.0303, 0.3590, 0.3999, 0.2907, -0.1162, -0.9819, -0.1764, 0.2123, -0.3360, -0.1006, -0.9211, 0.3434, 0.2409, 0.3441, 0.2711, 0.1622, 0.2741, 0.3546, 0.2349]
}